{"formula": "C6H16N", "method": "ωB97M-V/def2-TZVPD", "symbols": ["C", "C", "C", "C", "C", "C", "N", "H", "H", "H", "H", "H", "H", "H", "H", "H", "H", "H", "H", "H", "H", "H", "H"], "coordinates": [[-1.606, -0.613, -2.156], [-0.977, -0.498, -0.775], [0.147, 0.641, -0.624], [1.206, 0.435, -1.717], [0.656, 0.462, 0.710], [0.309, 1.514, 1.653], [0.117, -1.361, 2.797], [-1.742, 0.347, -2.651], [-0.980, -1.281, -2.744], [-2.569, -1.122, -2.116], [-0.397, -1.400, -0.618], [-0.362, 1.598, -0.736], [0.778, 0.064, -2.633], [1.792, 1.342, -1.844], [1.953, -0.303, -1.399], [-0.053, -2.358, 2.819], [1.588, -0.108, 0.688], [0.432, 1.222, 2.700], [0.849, 2.465, 1.621], [-0.765, 1.671, 1.514], [-1.621, -0.473, 0.100], [0.772, -1.120, 3.530], [0.473, -1.125, 1.883]], "lowdin_charge": [-0.069, -0.161, -0.336, -0.012, 0.032, -0.012, 0.058, 0.093, 0.084, 0.093, 0.112, 0.159, 0.080, 0.100, 0.099, 0.041, 0.156, 0.095, 0.145, 0.125, 0.119, 0.041, -0.041], "largest_force_ev_per_a": 4.72, "charge": 1, "e_lumo_ha": -0.2528, "relative_energy_kcal_mol": 75.9, "e_tot_ev": -7962.13874}